Entry 1:
C28H56N8O32S2 | wB97M-V/def2-TZVPD

Results
* multiplicity: 2
* LUMO level (alpha / beta): -6.59 / -9.61 eV
* net charge: +1
* HOMO-LUMO gap (alpha / beta): 0.208 / 0.097 Eh
* DFT total energy: -129019.3073 eV

Positions of all 126 atoms, in Å:
H: 0.705 -5.891 0.930
H: -0.410 -1.384 5.412
N: -1.789 -2.429 6.640
O: -0.917 -2.991 7.280
C: 4.273 -2.775 3.352
C: -4.415 -1.394 2.995
O: 2.843 2.364 5.288
H: 5.092 3.394 1.583
H: -0.697 -0.193 -3.442
N: -2.958 1.482 -1.260
O: 1.768 -2.628 -4.046
O: 0.251 5.862 -3.215
S: 0.115 -0.604 1.731
H: -0.592 3.855 -2.523
O: -4.708 3.683 5.401
C: 0.562 2.155 -5.079
O: 1.096 -1.694 1.778
H: 3.473 -2.165 2.934
H: -1.412 3.315 2.946
C: -1.366 -1.903 5.336
H: 0.194 -0.955 -5.828
N: 3.084 1.507 4.459
H: 4.600 4.192 0.018
H: -5.067 1.629 -0.723
H: -2.312 -4.345 -1.390
H: 3.442 -3.463 -4.857
H: -4.177 -5.270 -0.539
O: -4.628 3.013 2.748
H: 5.153 -2.135 3.412
O: -1.426 -4.355 2.584
H: 2.311 -3.737 -1.031
O: -6.396 -3.361 -0.174
H: -2.566 -2.812 0.708
H: 4.068 -4.186 -2.648
N: -1.140 -5.080 1.646
H: -1.381 4.553 -0.995
H: 3.834 2.745 0.567
S: -4.452 2.623 4.386
H: 5.117 2.857 -4.719
H: 0.699 -4.224 1.498
H: -2.141 -1.222 4.984
C: -4.366 -4.355 -1.101
N: 3.377 4.571 1.697
C: 3.675 3.950 -3.496
H: -2.158 1.710 2.385
O: 3.902 5.400 2.414
C: -2.293 2.678 2.867
H: -4.918 -4.711 -1.971
O: 0.952 0.825 1.568
H: 0.591 2.293 0.042
O: -4.366 -2.292 0.111
H: 2.571 -0.458 3.828
H: -3.077 -3.013 -2.253
H: 2.987 -0.320 5.534
H: 2.544 -2.033 -1.153
H: -0.259 1.602 -7.024
C: 3.596 1.528 -3.947
C: 2.904 3.201 -2.502
C: -5.209 -3.301 -0.355
H: -3.730 -1.086 2.206
H: 3.700 -1.794 -4.232
C: 0.330 1.171 -6.215
H: 1.034 -0.316 -3.836
C: 3.181 -2.740 -4.084
H: 4.404 0.843 -3.687
O: 3.812 1.741 3.524
N: 4.370 -3.875 2.413
C: -3.384 3.467 2.198
O: -2.776 2.414 4.208
O: -2.509 1.345 -0.114
H: -3.349 3.449 1.109
N: -0.223 5.828 -2.094
H: -4.115 -0.970 3.953
O: 2.143 4.411 1.611
O: 2.359 3.673 -1.530
H: 4.404 -2.455 -2.295
H: 2.146 1.536 0.018
C: 0.151 -4.953 0.901
H: 0.150 0.553 -1.535
O: -2.403 2.050 -2.210
O: -0.441 -0.423 0.182
H: -1.295 -0.068 -5.645
O: -1.914 -5.923 1.215
C: -3.020 -2.532 -0.243
O: -0.945 -0.481 2.744
H: 4.563 4.325 -2.987
H: -4.887 1.050 -2.347
H: 1.371 0.287 4.792
O: -5.217 1.441 4.642
O: 0.261 1.589 -3.879
C: 2.451 0.162 4.717
O: 0.157 -2.622 -2.631
H: -3.156 4.516 2.383
C: -0.218 -0.002 -5.496
H: 1.303 -0.579 -0.924
C: 2.531 -2.946 -1.749
H: -2.500 -1.671 -0.661
H: 0.329 4.228 -0.920
O: 4.373 -5.038 2.821
H: -0.098 -4.560 -0.085
H: -4.357 -2.482 2.956
C: 0.582 0.175 -0.608
C: 4.273 3.677 0.922
O: -6.672 -0.944 3.377
C: -0.488 4.441 -1.610
O: 4.385 -3.600 1.236
O: -5.830 -0.228 1.506
O: 2.927 1.860 -2.729
C: 1.097 1.351 0.253
O: -2.966 -2.258 6.989
C: 3.687 -3.166 -2.706
O: -0.465 6.806 -1.375
H: 3.145 4.813 -3.898
H: 1.334 1.026 -6.613
H: 2.917 0.941 -4.565
H: 3.490 3.076 -5.472
H: 3.905 -3.212 4.280
C: -3.089 -3.584 -1.325
C: -4.437 1.002 -1.355
C: 0.102 0.201 -4.070
O: 0.867 3.318 -5.155
N: -5.714 -0.859 2.573
C: 4.039 2.863 -4.554
H: -1.233 -2.818 4.759
H: -4.393 -0.053 -1.085
C: 1.367 -2.701 -2.758

Löwdin population analysis, charges in e, atoms 1 to 4: 0.114, 0.091, -0.434, 0.082

Entry 2:
C28H56O21S4 | wB97M-V/def2-TZVPD

Results
* relative energy (zero: lowest compared OMol25 entry of this formula, charge and spin): 5.202 eV
* multiplicity: 1
* LUMO level: 0.08 eV
* net charge: 0
* HOMO-LUMO gap: 0.342 Eh
* SMILES string: O=S1(=O)OCCO1.O=S1(=O)OCCO1.O=S1(=O)OCCO1.O=S1(=O)OCCO1.C1CCOC1.C1CCOC1.C1CCOC1.C1CCOC1.C1CCOC1
* DFT total energy: -116271.2690 eV

Positions of all 109 atoms, in Å:
H: -25.953 -23.063 19.707
C: -14.578 -25.523 23.222
H: -10.582 -23.398 20.591
O: -22.017 -17.733 15.825
H: -13.610 -25.147 22.892
O: -19.124 -16.198 23.786
C: -23.607 -16.565 20.552
H: -24.372 -23.805 20.060
H: -15.245 -17.445 25.838
H: -22.164 -15.558 23.769
H: -22.612 -16.835 20.198
O: -24.966 -23.806 18.060
C: -15.054 -25.117 24.636
H: -9.905 -21.756 18.888
C: -19.623 -17.919 15.816
O: -18.104 -14.913 25.831
H: -14.296 -24.597 25.222
C: -14.941 -18.219 25.133
O: -16.193 -24.307 24.460
C: -25.390 -18.064 19.784
C: -21.182 -15.102 23.643
O: -18.720 -19.721 19.054
H: -26.425 -18.049 20.127
O: -19.120 -19.866 21.432
S: -16.154 -23.509 23.045
C: -25.182 -16.835 18.928
O: -17.540 -23.209 22.508
H: -13.472 -18.403 22.167
C: -20.624 -22.449 15.561
C: -11.162 -23.441 19.669
C: -13.957 -18.755 23.078
H: -20.608 -16.104 16.077
H: -23.755 -18.767 20.798
H: -12.932 -18.233 26.145
H: -22.182 -18.251 13.825
S: -13.039 -21.875 20.145
H: -21.566 -22.952 15.343
H: -18.623 -17.492 15.747
O: -21.228 -19.899 19.905
S: -18.937 -14.773 24.621
H: -10.856 -24.325 19.109
O: -18.503 -13.684 23.757
H: -26.145 -16.374 18.712
C: -20.788 -17.136 16.376
C: -24.934 -23.203 19.346
H: -25.369 -18.974 19.184
O: -15.154 -22.409 23.049
S: -19.925 -19.231 20.125
H: -17.660 -20.949 21.887
H: -25.741 -23.084 16.294
H: -19.912 -17.519 13.782
O: -19.561 -22.644 17.750
H: -24.774 -20.711 17.078
H: -19.894 -24.351 15.107
H: -11.049 -22.523 17.771
O: -15.508 -24.913 22.410
H: -20.734 -17.264 17.457
H: -14.182 -16.766 23.716
H: -19.587 -19.130 14.075
H: -20.246 -15.976 21.965
C: -10.886 -22.224 18.807
H: -23.382 -15.964 21.433
O: -20.588 -14.807 24.861
H: -19.571 -18.901 16.286
C: -21.644 -18.586 14.712
H: -15.703 -17.427 23.198
C: -24.343 -17.853 20.893
C: -13.513 -18.813 25.428
H: -26.239 -21.475 17.832
C: -24.963 -22.846 17.020
H: -24.827 -17.896 21.868
C: -20.647 -21.991 17.068
C: -20.295 -16.254 23.017
C: -19.492 -23.411 15.483
H: -24.765 -20.971 19.804
H: -17.771 -23.189 16.859
H: -23.374 -21.808 19.103
C: -24.462 -21.749 19.103
H: -24.046 -22.939 16.439
H: -18.846 -23.085 14.668
H: -20.473 -20.935 17.275
C: -18.794 -23.565 16.872
H: -15.567 -19.094 25.308
H: -13.657 -19.767 25.936
C: -17.802 -20.625 19.654
C: -20.181 -18.311 14.481
H: -15.306 -26.005 25.216
H: -16.825 -20.618 19.172
O: -12.505 -23.462 19.896
O: -20.001 -17.759 20.269
H: -18.211 -21.635 19.609
O: -12.985 -19.004 24.127
H: -14.821 -26.566 23.016
O: -14.388 -21.489 19.737
O: -12.533 -21.304 21.375
H: -21.490 -22.318 17.677
C: -17.747 -20.165 21.135
H: -17.124 -19.297 21.349
H: -20.568 -21.547 14.951
H: -24.780 -17.053 17.939
H: -20.739 -17.231 23.208
H: -18.761 -24.601 17.207
H: -21.172 -14.287 22.920
C: -25.159 -21.527 17.690
C: -14.775 -17.681 23.709
O: -11.948 -21.390 19.055
H: -21.917 -19.612 14.960
O: -24.501 -15.830 19.709
H: -14.528 -19.603 22.701

Löwdin population analysis, charges in e, atoms 1 to 4: 0.109, -0.184, 0.132, -0.133

Entry 3:
C28H57BClFO21S | wB97M-V/def2-TZVPD

Results
* multiplicity: 1
* LUMO level: -0.67 eV
* net charge: 0
* HOMO-LUMO gap: 0.343 Eh
* SMILES string: CCCOCB(Cl)S(=O)(=O)F.CCOC(=O)OC.CCOC(=O)OC.CCOC(=O)OC.CCOC(=O)OC.CCOC(=O)OC.CCOC(=O)OC
* DFT total energy: -99711.2049 eV

Positions of all 110 atoms, in Å:
H: -5.530 2.842 2.149
H: 3.557 1.028 0.571
C: 0.841 3.939 -4.312
H: -5.648 4.598 2.283
O: 1.974 2.503 2.072
C: 0.133 1.124 -5.263
H: -2.349 -1.079 0.614
H: 1.413 0.188 1.555
H: 1.110 -1.187 -4.310
H: 3.277 -0.652 0.092
H: -0.074 4.150 -6.251
C: -2.862 -2.120 -12.517
H: -4.607 4.496 4.560
C: 5.514 3.214 6.174
H: -0.421 -1.653 -8.428
O: -0.466 1.081 -4.220
O: -3.331 1.721 2.345
C: 8.238 5.685 9.862
C: -4.294 -0.993 -1.501
H: 2.281 -1.151 2.302
H: -0.548 -1.345 -4.937
C: -3.221 0.080 -1.741
H: 0.019 2.491 0.998
C: -1.781 -1.463 -10.566
H: 0.004 -6.403 0.722
O: -4.116 -2.207 0.666
H: 9.214 5.227 9.720
H: 0.829 -1.944 -5.896
H: -6.113 3.565 4.489
H: -1.259 1.260 0.990
O: -2.922 -7.388 3.205
H: -3.092 0.286 -2.803
H: -4.191 -8.236 5.233
H: 0.148 -8.710 1.628
C: -0.852 2.123 1.518
H: 0.825 3.256 -3.463
O: 0.644 0.070 -5.903
C: -0.255 -6.599 1.760
C: 0.292 0.261 -9.153
H: 2.690 4.271 5.234
H: -1.542 -8.290 1.352
O: -0.890 -8.377 3.319
H: -3.529 1.007 -1.256
H: -1.187 -0.253 -7.673
H: 5.746 2.683 7.097
O: -1.806 3.189 1.557
H: 5.316 2.478 5.395
C: -2.711 -2.098 0.785
C: -5.088 3.622 4.120
H: -3.320 -6.822 5.872
C: -0.791 -0.643 -8.607
C: 7.512 4.840 7.823
C: -4.707 -1.117 -0.027
H: 0.609 -6.363 2.383
Cl: -2.664 -4.490 -0.851
C: 6.653 4.121 5.768
C: 2.542 3.941 4.211
O: -2.893 -1.371 -11.299
H: -3.862 -2.052 -12.933
H: -3.267 -8.370 6.751
S: -0.096 -2.981 -0.430
O: 0.392 2.212 -5.984
C: -2.057 -7.969 3.810
H: -1.070 -5.933 2.043
H: 8.346 6.661 10.325
H: -4.553 2.734 4.450
H: -2.142 -1.686 -13.209
C: -3.000 2.838 2.031
H: 0.516 4.922 -3.969
H: 3.291 4.404 3.569
C: -3.304 -7.906 5.770
H: -0.571 1.834 2.529
C: 2.374 -0.121 1.962
O: -2.115 -8.324 5.094
H: 7.620 5.044 10.489
O: 0.605 -3.958 0.335
H: 0.700 -0.144 -10.078
H: 1.097 0.362 -8.428
H: -2.606 -3.159 -12.326
H: -5.187 -0.736 -2.074
H: -3.933 -1.960 -1.858
C: 0.492 -1.175 -5.206
F: 0.250 -1.574 0.192
O: 7.597 5.917 8.605
H: -4.518 -0.180 0.512
O: -3.764 3.927 2.088
H: -5.781 -1.295 0.036
C: -0.070 3.452 -5.416
O: 2.646 0.637 3.154
H: -2.444 -2.330 1.830
H: 6.427 4.627 4.831
O: 0.128 -2.863 -1.831
H: 4.437 -0.275 1.378
B: -1.949 -3.134 -0.098
O: 6.860 5.184 6.714
H: -1.095 3.330 -5.067
O: -1.926 -0.691 -9.494
C: 3.479 0.005 0.938
H: 1.547 4.224 3.874
O: -0.824 -2.143 -10.834
H: -2.259 -0.253 -1.352
C: -0.656 -8.046 1.937
H: 7.580 3.564 5.634
H: 1.867 4.015 -4.672
H: 4.607 3.794 6.344
O: 2.705 2.519 4.210
C: 2.407 1.940 3.047
C: -5.088 3.725 2.611
H: -0.116 1.251 -9.363
O: 7.959 3.752 8.078

Löwdin population analysis, charges in e, atoms 1 to 4: 0.121, 0.078, -0.063, 0.122

Entry 4:
C28H57F4N6O9PS | wB97M-V/def2-TZVPD

Results
* multiplicity: 1
* LUMO level: 0.12 eV
* net charge: 0
* HOMO-LUMO gap: 0.330 Eh
* SMILES string: CCOC[C@@]1(P(O)(O)=S)C(=O)N[C@@](CCC(F)=C(F)F)(C(=O)NC(=O)F)[C@H]1CCCN.COC[C@@H](C)N.COC[C@@H](C)N.COC[C@@H](C)N
* DFT total energy: -88322.1289 eV

Positions of all 106 atoms, in Å:
N: -1.028 4.384 2.302
H: -2.907 -4.033 0.361
C: 0.005 1.370 -0.153
F: -1.002 -5.173 -1.341
C: -1.603 -3.206 -2.370
C: 5.271 -0.240 1.960
O: 1.152 -3.500 0.125
H: -1.227 -3.967 0.803
H: -0.197 4.424 1.716
H: -3.547 4.522 3.034
N: 2.006 2.722 0.361
C: 0.101 -2.511 2.994
H: 4.248 -1.285 3.502
H: -6.955 -0.823 -2.397
H: -7.048 -0.687 -4.150
H: 1.173 0.018 3.488
H: -7.764 1.200 -5.083
C: -1.962 -3.535 0.128
H: 8.874 -1.851 0.555
H: -1.382 6.417 2.043
H: 4.342 0.447 3.763
O: 2.817 -1.612 0.044
N: -4.721 0.817 -2.119
H: -4.202 3.329 1.331
H: 2.442 2.145 1.075
C: -1.927 5.475 1.927
C: -7.649 1.811 -4.183
O: -2.766 4.099 0.035
F: -5.169 -0.353 0.634
H: -4.826 1.703 -4.592
H: -2.769 5.848 3.877
O: 0.487 -3.232 3.873
C: 4.179 -0.322 3.002
C: -1.493 -1.404 1.567
H: 2.027 1.002 -0.927
H: -3.241 -1.869 0.396
C: 8.519 -4.207 -1.107
C: -4.558 0.544 1.426
H: 5.004 -0.800 1.068
C: -4.110 3.779 0.340
C: -1.549 -3.937 -1.249
H: 2.785 3.229 -0.039
H: 0.767 -2.936 -0.565
H: -4.980 0.350 -1.257
S: 3.264 -3.715 2.066
P: 2.083 -2.590 1.079
O: -5.173 1.254 2.119
H: 1.226 2.410 -1.532
C: 7.355 -2.070 -1.916
C: 0.935 -1.557 2.096
H: -5.104 0.167 -5.424
H: -1.458 5.601 -0.159
H: 8.764 -3.943 -0.078
H: -1.911 -2.928 2.999
H: 0.095 -1.052 0.252
H: -4.740 -0.982 -3.165
C: -3.104 5.508 2.897
H: 6.386 -3.188 0.239
H: -6.831 2.522 -4.325
H: 2.134 -1.378 3.911
C: -2.170 -2.028 0.305
C: 0.003 0.766 1.267
H: 0.895 1.112 1.776
H: -4.757 4.658 0.275
C: -5.182 0.015 -3.257
O: 7.439 -1.200 -0.803
C: 1.820 -0.763 3.074
N: -3.165 0.504 1.290
H: -0.816 1.236 1.806
N: 6.188 -3.795 -0.552
H: -8.564 2.380 -4.027
H: -3.570 0.481 -4.613
C: 1.382 1.836 -0.619
C: 7.216 -3.559 -1.566
H: -3.883 6.191 2.553
H: -0.353 0.637 -0.880
H: -1.481 3.517 2.021
O: 2.892 -0.107 2.421
C: 8.719 -1.090 -0.213
H: 6.163 -0.717 2.359
H: 6.905 -4.067 -2.484
H: 8.200 -1.899 -2.597
H: -5.264 1.676 -2.112
C: -0.095 -0.759 1.292
H: 9.355 -3.914 -1.746
H: 8.430 -5.292 -1.146
F: -2.566 -2.317 -2.624
H: 6.450 -1.765 -2.448
O: -2.787 -0.402 3.347
H: -2.888 0.331 0.327
H: -0.673 2.221 -0.186
H: 5.294 -3.459 -0.899
C: -2.532 -0.417 2.181
H: 8.776 -0.113 0.267
C: -4.647 0.629 -4.547
N: -1.196 -2.330 2.617
H: -3.097 6.137 0.199
H: 9.514 -1.158 -0.962
H: -4.444 3.045 -0.397
H: 2.478 -0.707 0.094
H: -1.840 -1.459 -0.561
F: -0.705 -3.270 -3.347
C: -2.339 5.383 0.450
H: 5.507 0.784 1.683
O: -7.446 1.009 -3.034
C: -6.704 -0.175 -3.242

Löwdin population analysis, charges in e, atoms 1 to 4: 0.051, 0.133, -0.166, 0.087